# 1
{
  "formula": "C36H36I2N6OSeTi",
  "method": "ωB97M-V/def2-TZVPD",
  "symbols": ["O", "C", "C", "H", "H", "C", "H", "H", "N", "C", "C", "H", "C", "C", "C", "H", "H", "C", "C", "N", "C", "H", "C", "H", "I", "Ti", "C", "H", "N", "H", "H", "C", "H", "H", "C", "I", "H", "H", "H", "C", "H", "C", "C", "N", "C", "C", "C", "C", "C", "H", "C", "C", "H", "H", "H", "C", "H", "N", "H", "H", "H", "H", "N", "C", "C", "C", "H", "H", "Se", "H", "C", "C", "H", "C", "H", "H", "C", "C", "H", "H", "H", "C", "C"],
  "xyz": [[2.8345, 0.7760, 0.1276], [3.8050, 0.3706, 0.9106], [-2.1540, 3.4380, 0.9726], [-2.6236, -0.8219, -3.5492], [-3.9224, -1.1216, -0.0221], [-3.5238, -1.6500, 0.8444], [6.8611, 1.5691, 1.9325], [1.3896, 0.6857, -4.1653], [-1.3949, 2.7291, -2.4521], [5.9730, -0.2769, 2.5999], [-2.5692, -0.0239, 4.0983], [0.6989, -1.5952, 1.5913], [-2.8000, -2.9292, 0.4122], [-5.4234, 2.1987, -1.8764], [0.8775, 2.3872, 3.0985], [0.3049, 3.1535, 2.5680], [4.1087, -4.5733, -3.1697], [4.8818, -1.1105, 2.4987], [-1.4610, -0.1247, 1.4949], [1.4573, -1.7022, 0.9256], [2.7205, -3.9128, -1.6720], [-0.7470, 0.9249, 4.6606], [-4.5601, 2.5994, -0.8642], [0.9522, 1.1603, 1.4317], [7.5688, -0.7816, 3.8633], [1.1441, 0.0132, -0.5232], [6.0146, 0.8986, 1.8661], [-3.4802, -3.5866, -0.1330], [2.3784, -1.5638, -1.5170], [1.9349, 2.6490, 3.0116], [-3.0081, 0.0297, 5.0870], [1.1618, -2.8519, 0.0565], [-0.7249, 2.4472, -3.1584], [3.1937, -2.8073, 1.2856], [-1.3126, 0.4857, 3.8493], [4.9389, 2.9736, -0.0583], [-4.2017, -1.1015, 3.2556], [0.1422, -2.7447, -0.3086], [1.3598, 0.3076, 2.8861], [-0.9911, 3.0380, -1.1998], [2.4890, -4.9072, -1.3115], [3.2523, -1.3875, -2.4986], [-1.6180, -0.4523, -3.4106], [-0.8480, -0.0554, 0.2121], [-2.7077, -0.7541, 1.7741], [-4.9590, 1.9522, -3.1686], [-0.9842, -0.1955, -2.1677], [0.6503, 1.0222, 2.4547], [-0.6994, -0.1026, -4.3899], [-3.2499, 1.8899, -4.4928], [3.8991, -2.4414, -3.1161], [2.7245, -1.9012, 1.6724], [0.6090, 2.4191, 4.1551], [-2.9946, 4.1027, 1.1705], [-0.8399, -0.1597, -5.4605], [2.1194, -2.8048, -1.1035], [-1.9540, -2.7207, -0.2402], [0.3106, 0.2629, -2.3889], [-4.4073, -1.9532, 1.4058], [-6.4763, 2.0738, -1.6585], [4.6165, -2.2554, -3.9043], [1.2393, -3.8059, 0.5848], [-2.1150, 3.1053, -0.4402], [3.7986, -0.8193, 1.6702], [-3.6173, 2.0936, -3.4957], [-2.7592, 2.4901, -2.4859], [-5.6610, 1.6412, -3.9317], [-2.2509, 2.5346, 1.5800], [0.7293, 3.2749, -0.6331], [2.4836, -2.1227, 2.7130], [-3.2236, 2.7402, -1.1980], [0.4655, 0.3325, -3.7328], [-2.4340, -3.4685, 1.2892], [4.9475, 1.1997, 1.0485], [-2.5869, -0.5397, -0.8688], [-1.2260, 3.9416, 1.2288], [-3.2378, -0.6460, 3.0609], [3.6208, -3.7260, -2.7048], [4.8631, -2.0299, 3.0782], [-4.9148, 2.7839, 0.1419], [3.4392, -0.3589, -2.7766], [-0.7517, 0.4590, 2.5754], [-1.5452, -0.2670, -0.8952]],
  "atomic_forces_ev_per_a": [[0.32, -0.40, 0.30], [0.02, 0.16, -0.02], [-0.04, -0.10, -0.06], [0.04, 0.02, 0.02], [-0.05, -0.03, 0.06], [0.02, -0.02, 0.09], [-0.04, -0.02, -0.01], [0.02, -0.02, -0.02], [0.10, -0.16, -0.28], [0.15, -0.03, 0.10], [0.00, -0.02, -0.05], [-0.01, -0.05, -0.01], [-0.06, 0.09, 0.02], [0.02, 0.01, 0.10], [-0.02, 0.13, 0.01], [0.10, -0.10, 0.11], [-0.01, 0.02, 0.02], [-0.07, -0.17, 0.08], [0.00, 0.03, 0.09], [0.06, -0.07, 0.29], [-0.21, -0.17, 0.17], [0.00, 0.01, -0.02], [-0.08, -0.02, 0.04], [-0.04, 0.05, -0.32], [-0.12, 0.04, -0.09], [1.48, 0.47, 0.38], [0.05, 0.11, -0.06], [0.02, 0.02, 0.02], [-0.26, -0.02, -0.03], [-0.07, 0.02, 0.00], [0.02, -0.01, -0.04], [0.13, -0.05, 0.06], [-0.11, 0.02, 0.07], [0.01, -0.07, -0.05], [-0.03, 0.02, -0.02], [0.06, -0.07, 0.07], [0.01, 0.00, -0.01], [-0.12, 0.02, -0.05], [-0.02, -0.02, 0.05], [-0.21, 0.15, 0.17], [-0.01, 0.04, 0.04], [0.16, 0.22, -0.16], [0.15, 0.06, 0.28], [-0.50, -0.21, -0.21], [-0.11, -0.02, -0.02], [0.03, -0.01, -0.06], [0.05, -0.10, -1.06], [-0.09, 0.07, 0.18], [0.07, 0.04, -0.11], [-0.02, 0.01, 0.03], [0.25, 0.21, -0.27], [0.04, 0.07, -0.06], [0.03, -0.03, -0.02], [-0.02, -0.01, -0.06], [0.03, 0.01, 0.06], [0.01, -0.15, 0.17], [0.03, 0.02, -0.03], [-0.64, -0.08, -0.63], [-0.02, 0.01, 0.05], [0.03, 0.01, 0.01], [-0.05, 0.06, 0.03], [0.01, -0.08, 0.03], [-0.14, -0.03, 0.25], [-0.04, 0.08, -0.08], [-0.01, 0.03, -0.08], [-0.01, 0.15, -0.03], [0.02, 0.00, 0.01], [0.00, 0.04, -0.04], [0.16, -0.02, -0.08], [-0.06, -0.01, 0.08], [0.13, 0.08, 0.09], [-0.14, -0.07, 0.47], [0.00, 0.02, -0.04], [-0.17, 0.04, -0.11], [-0.01, 0.11, -0.04], [0.00, 0.00, -0.05], [0.03, -0.05, -0.07], [0.05, -0.22, -0.02], [-0.02, 0.06, -0.04], [0.01, 0.00, -0.03], [0.04, 0.04, -0.07], [0.10, -0.04, 0.02], [-0.43, -0.16, 0.49]],
  "lumo_ev": [0.02, 0.09],
  "charge": 0,
  "spin_multiplicity": 3
}



# 2
{
  "formula": "H3N3O3",
  "method": "ωB97M-V/def2-TZVPD",
  "symbols": ["O", "O", "H", "N", "N", "H", "O", "H", "N"],
  "xyz": [[-0.0252, -1.4817, -0.2324], [2.9504, -0.8135, -0.0309], [0.3735, -2.2498, 0.1598], [-0.4819, 0.6411, 0.0782], [2.1478, 0.0698, 0.0937], [-0.4760, 0.6511, -1.0094], [2.2482, 1.2597, -0.0918], [-0.0029, 1.4548, 0.2360], [0.1250, -0.3897, 0.6365]],
  "atomic_forces_ev_per_a": [[-0.93, 1.91, -0.22], [-0.07, 0.51, 0.01], [0.49, -0.32, 0.88], [-1.48, -1.87, -3.84], [-1.01, -0.20, 0.36], [-0.35, -0.83, 2.01], [0.32, -0.39, -0.10], [1.53, 2.69, 1.70], [1.49, -1.50, -0.81]],
  "lumo_ev": [-0.10, -0.75],
  "charge": 0,
  "spin_multiplicity": 1
}



# 3
{
  "formula": "C2H15O6",
  "method": "ωB97M-V/def2-TZVPD",
  "symbols": ["C", "H", "O", "H", "O", "C", "H", "H", "H", "O", "O", "H", "H", "H", "H", "H", "H", "H", "H", "H", "O", "H", "O"],
  "xyz": [[-0.9126, 3.5992, 2.0224], [0.0503, -2.3269, -0.7131], [-0.2282, -1.4855, -3.3302], [-0.5387, 1.8864, 3.3596], [0.6301, -1.5582, -0.7621], [-1.3740, 2.4249, 2.9045], [2.3120, -1.8914, -3.8633], [0.4579, 0.8520, 1.0440], [-0.2822, 3.2918, 1.1387], [1.8680, -1.9565, -4.7206], [-2.0487, 1.5210, 2.0616], [-2.0936, 2.6241, 3.7371], [-0.5065, 4.4074, 2.6146], [0.9416, -1.5071, 1.9776], [0.1370, -0.4547, 0.0562], [-1.3823, 1.0191, 1.4802], [-0.7390, -0.7418, -2.9965], [1.3922, -1.7702, 0.6234], [0.0847, -1.8701, -2.4734], [0.9123, -1.9698, -4.4609], [1.7392, -1.8865, 1.5766], [-1.7367, 4.1394, 1.5541], [-0.1757, 0.1273, 0.9779]],
  "atomic_forces_ev_per_a": [[-0.27, 0.43, -0.08], [-0.07, 0.08, 0.48], [-0.90, -0.40, 0.56], [0.39, 0.32, 0.14], [-0.38, 0.26, -0.45], [-0.51, -0.69, -0.97], [-0.17, 0.05, -0.26], [0.20, -0.26, -0.03], [-0.25, 0.14, 1.31], [-0.13, -0.41, 0.00], [-0.22, -0.56, -0.48], [0.63, 0.61, -0.67], [1.02, 0.08, 0.18], [0.40, 0.00, 0.40], [-0.49, -0.05, 1.31], [-0.72, 0.27, 0.80], [0.06, 0.10, -0.19], [0.89, -0.45, 0.46], [0.34, 0.66, -0.13], [0.97, 0.38, -0.17], [-0.79, 0.17, -0.51], [-0.57, -0.54, -0.02], [0.58, -0.21, -1.68]],
  "lumo_ev": 3.44,
  "charge": -1,
  "spin_multiplicity": 1
}



# 4
{
  "formula": "C3H6O4Tm",
  "method": "ωB97M-V/def2-TZVPD",
  "symbols": ["H", "O", "H", "C", "H", "O", "C", "C", "H", "H", "O", "O", "H", "Tm"],
  "xyz": [[-3.2461, -0.1021, 1.5342], [-1.1877, 1.0666, -0.1936], [-1.1213, -0.9089, -0.7552], [-1.5574, -0.2966, 0.0423], [-1.8721, 1.6758, 0.1074], [2.9174, 1.0654, 0.4117], [3.0293, 0.0392, -0.3175], [-2.9033, -0.5186, 0.5835], [-1.4406, -0.5963, 1.2763], [3.8867, -1.6188, -0.5788], [2.1973, -0.1718, -1.2473], [4.0032, -0.8096, -0.0626], [-3.7115, -0.5435, -0.1538], [1.0062, 1.7192, -0.6465]],
  "atomic_forces_ev_per_a": [[0.59, -0.15, -0.05], [2.06, 2.05, -0.56], [-0.49, -0.03, 0.50], [-0.25, -2.44, 5.42], [-0.52, 0.10, 0.07], [-1.81, 1.69, -0.22], [1.95, -1.84, 0.70], [-2.93, 1.53, -2.80], [2.77, 0.22, -3.04], [0.17, -0.25, -0.30], [-2.18, 1.43, -0.64], [-1.11, 1.20, 0.02], [-0.19, -0.94, 0.32], [1.96, -2.57, 0.59]],
  "lumo_ev": [-10.74, -11.61],
  "charge": 2,
  "spin_multiplicity": 4
}



Taking the records one at a time from the top gives energy above the lowest of the compared OMol25 structures with the same formula, charge and spin values of 34.0 115.0 26.6 27.7 kcal/mol.
Taking the records one at a time from the top gives E_tot values of -153570.2388 -10654.8064 -14603.6110 -40907.6359 eV.